a | # C11H16NS

A gas-phase ion, C11H16NS (charge +1) (wB97M-V/def2-TZVPD, the Open Molecules 2025 dataset).

## Properties
SMILES string: CCC[n+]1cccc(C)c1C(C)=S
Gap between HOMO and LUMO, eV: 8.4
Charge: +1

Each line ends with the Mulliken charge.
Cartesian coordinates (Å):
C 1.589 2.061 0.999  -0.821
C 2.597 1.284 0.466  -0.543
C 0.270 1.575 1.026  0.170
C 2.237 0.160 -0.325  1.040
C 0.922 -0.277 -0.304  0.210
C 0.395 -1.859 -0.713  0.086
C 3.487 -0.593 -1.020  -1.487
C 0.180 -2.031 -2.205  -1.130
C -3.825 0.343 1.054  -1.355
C -2.411 1.023 1.076  -0.760
C -1.444 0.066 0.394  -0.617
N 0.040 0.467 0.408  0.142
S 0.190 -2.930 0.456  -0.102
H 1.727 2.997 1.515  0.398
H 3.654 1.548 0.643  0.398
H -0.439 2.081 1.640  0.366
H 4.424 0.022 -1.112  0.382
H 3.641 -1.436 -0.510  0.444
H 3.171 -0.873 -1.938  0.405
H 0.874 -1.581 -2.796  0.340
H -0.861 -1.772 -2.532  0.302
H 0.101 -3.079 -2.514  0.405
H -4.557 1.171 1.395  0.348
H -4.033 -0.401 1.859  0.358
H -3.972 -0.141 0.089  0.375
H -2.593 1.959 0.503  0.420
H -2.124 1.196 2.122  0.432
H -1.683 -0.153 -0.631  0.428
H -1.556 -0.828 0.953  0.367


b | # C11H16NS

2 unconnected molecules or ions with the total composition C11H16NS (wB97M-V/def2-TZVPD, the Open Molecules 2025 dataset).

## Properties
Gap between HOMO and LUMO (alpha / beta), eV: 7.3 / 8.0
Charge: +1

Each line ends with the Mulliken charge.
Cartesian coordinates (Å):
C -2.434 -2.091 -2.222  -0.674
C -2.936 -1.205 -1.329  -0.441
C -1.037 -2.214 -2.257  -0.698
C -2.162 -0.349 -0.580  -0.683
C -0.187 -1.337 -1.589  -0.570
C -0.718 -0.345 -0.758  1.424
C 1.748 2.058 -0.322  -0.457
C 1.028 2.753 0.813  -0.670
C -0.001 0.516 0.102  0.132
C -0.611 -0.977 2.401  -1.053
C 2.293 0.155 1.192  -0.912
N 1.497 0.628 -0.025  0.165
S -0.625 1.997 0.648  -0.061
H -3.091 -2.812 -2.649  0.419
H -4.001 -1.140 -1.062  0.331
H -0.405 -2.764 -2.998  0.294
H -2.778 0.272 0.034  0.270
H 0.941 -1.446 -1.660  0.196
H 1.438 2.149 -1.331  0.411
H 2.951 2.417 -0.270  0.304
H 1.405 2.601 1.821  0.337
H 0.953 3.838 0.680  0.474
H -0.781 -2.042 2.142  0.278
H -1.515 -0.344 2.356  0.329
H 0.233 -0.525 2.901  0.519
H 1.954 -0.903 1.682  0.315
H 3.365 0.227 1.185  0.388
H 1.915 0.825 1.942  0.361
H 1.561 0.058 -0.847  0.272


The structure with the least stability is b.


a | # C7H12O2

A single C7H12O2 molecule (wB97M-V/def2-TZVPD, the Open Molecules 2025 dataset).

## Properties
Gap between HOMO and LUMO (alpha / beta), eV: 8.1 / 6.3
Charge: 0

Each line ends with the Mulliken charge.
Cartesian coordinates (Å):
C 0.927 0.356 1.131  -0.727
C -0.154 -0.726 1.648  -0.458
C 0.658 -0.455 -1.136  -0.654
C -0.675 -1.358 -1.127  -0.609
C 0.613 0.703 -0.286  0.635
C -1.437 -0.634 1.030  0.236
C 0.821 2.019 -1.034  -1.488
O -1.642 -0.950 -0.286  -0.396
O -2.497 0.110 1.573  -0.513
H 1.179 1.133 1.949  0.336
H 1.997 -0.098 1.132  0.300
H 0.386 -1.608 1.450  0.287
H -0.247 -0.577 2.783  0.361
H 1.522 -1.054 -0.755  0.329
H 0.791 -0.162 -2.214  0.364
H -1.191 -1.311 -2.069  0.374
H -0.384 -2.357 -1.047  0.329
H 0.848 2.854 -0.371  0.425
H 0.043 2.105 -1.929  0.275
H 1.824 2.114 -1.633  0.256
H -3.383 -0.105 1.191  0.339


b | # C7H12O2

2 unconnected molecules or ions with the total composition C7H12O2 (wB97M-V/def2-TZVPD, the Open Molecules 2025 dataset).

## Properties
SMILES string: O/C=C1/CO1.C=C(C)C
Gap between HOMO and LUMO, eV: 9.2
Charge: 0

Each line ends with the Mulliken charge.
Cartesian coordinates (Å):
C -2.084 0.256 -0.133  -0.325
C -0.445 1.225 -1.991  -0.446
C -1.020 0.802 -0.735  0.483
C 1.937 0.075 -0.347  -1.105
C 0.503 -1.958 0.102  -1.213
C 0.697 0.025 1.707  -1.240
C 1.006 -0.533 0.390  0.986
O -2.477 0.379 1.112  -0.544
O -0.102 1.891 -0.737  -0.405
H -2.869 -0.270 -0.693  0.339
H 0.244 0.638 -2.504  0.213
H -0.972 1.863 -2.700  0.268
H -2.119 1.245 1.519  0.404
H 2.355 -0.395 -1.161  0.489
H 2.317 1.099 0.081  0.176
H -0.544 -1.966 0.318  0.286
H 0.642 -2.144 -0.943  0.400
H 1.201 -2.807 0.583  0.266
H -0.361 -0.262 2.127  0.211
H 0.608 1.091 1.576  0.406
H 1.485 -0.252 2.427  0.353


c | # C7H12O2

2 unconnected molecules or ions with the total composition C7H12O2 (wB97M-V/def2-TZVPD, the Open Molecules 2025 dataset).

## Properties
SMILES string: C#C[C@H](C)O.CC(C)=O
Gap between HOMO and LUMO, eV: 10.4
Charge: 0

Each line ends with the Mulliken charge.
Cartesian coordinates (Å):
C 1.090 1.419 -0.122  0.726
C 1.130 2.921 0.167  -1.419
O 1.083 1.214 -1.496  -0.580
C -0.105 0.831 0.591  -0.671
C -1.003 0.726 1.385  -0.186
H 0.517 0.398 -1.737  0.479
H 1.970 0.924 0.335  0.137
H 1.189 3.104 1.238  0.363
H 0.235 3.391 -0.233  0.330
H 2.001 3.350 -0.326  0.357
H -1.850 0.584 1.996  0.492
C -1.906 -1.833 -0.135  -1.407
C 0.622 -2.084 0.071  -1.079
C -0.542 -1.414 -0.620  1.013
O -0.411 -0.904 -1.734  -0.680
H -2.181 -2.754 -0.651  0.426
H -1.905 -2.028 0.933  0.319
H 0.628 -1.820 1.125  0.324
H 1.564 -1.783 -0.384  0.292
H 0.509 -3.168 -0.007  0.415
H -2.637 -1.073 -0.395  0.350


d | # C7H12O2

A single C7H12O2 molecule (wB97M-V/def2-TZVPD, the Open Molecules 2025 dataset).

## Properties
SMILES string: C[C@]1(O)[C@@H]2C[C@H](O)C[C@H]21
Gap between HOMO and LUMO, eV: 9.6
Charge: 0

Each line ends with the Mulliken charge.
Cartesian coordinates (Å):
C -2.351 1.239 -0.542  -1.388
C -1.643 0.037 0.015  1.131
C -0.278 -0.346 -0.761  -0.439
C 1.021 -1.139 -0.613  -1.102
C 1.967 -0.215 0.317  0.107
C 1.003 0.807 0.926  -0.931
C -0.349 0.080 0.664  -0.009
H -3.241 0.898 -1.054  0.416
H -2.646 1.930 0.328  0.258
H -1.749 1.849 -1.196  0.336
H -2.997 -1.269 -0.254  0.373
H -0.013 0.563 -1.263  0.134
H 1.478 -1.374 -1.543  0.412
H 0.967 -2.160 -0.200  0.296
H 2.373 -0.764 1.136  0.421
H 2.774 1.101 -0.963  0.344
H 1.327 0.979 1.955  0.260
H 1.152 1.767 0.324  0.297
H -0.431 -0.898 1.265  0.161
O -2.447 -1.027 0.517  -0.510
O 3.044 0.352 -0.337  -0.565


The structure with the least stability is a.


a | # C25H76N4O13

13 unconnected molecules or ions with the total composition C25H76N4O13 (wB97M-V/def2-TZVPD, the Open Molecules 2025 dataset).

## Properties
Gap between HOMO and LUMO, eV: 9.4
Charge: 0

Each line ends with the Mulliken charge.
Cartesian coordinates (Å):
C -4.856 -1.578 1.667  -0.909
C -4.168 -2.679 0.859  0.102
O -2.909 -2.907 1.268  -0.465
H -4.483 -0.563 1.535  0.005
H -4.681 -1.815 2.717  0.327
H -5.922 -1.595 1.438  0.398
H -4.176 -2.512 -0.218  -0.065
H -4.780 -3.581 0.855  0.480
H -2.685 -3.817 1.061  0.244
C 0.258 1.077 4.151  -0.447
C 1.016 2.305 4.627  -0.327
O 0.606 3.359 3.808  -0.521
H 0.373 0.226 4.823  0.351
H 0.457 0.831 3.108  -0.095
H -0.807 1.281 4.265  0.233
H 2.103 2.237 4.598  0.192
H 0.659 2.531 5.632  0.334
H 0.965 3.193 2.933  0.318
C -2.816 1.919 -3.298  -0.411
C -3.856 3.009 -2.867  -0.343
O -4.513 2.354 -1.824  -0.505
H -3.302 0.970 -3.524  0.192
H -2.131 1.720 -2.474  -0.193
H -2.207 2.164 -4.169  0.433
H -4.558 3.251 -3.664  0.348
H -3.343 3.910 -2.533  0.181
H -4.670 3.012 -1.143  0.337
C 0.775 -0.344 0.115  -0.374
C -0.692 -0.628 0.116  0.508
O -1.063 -1.912 -0.321  -0.071
H 1.332 -1.104 0.664  0.245
H 1.068 0.609 0.556  -0.115
H 1.287 -0.326 -0.847  -0.219
H -1.268 0.015 -0.551  -0.197
H -1.063 -0.390 1.113  0.245
H -1.868 -2.185 0.126  -0.050
C 0.240 0.103 -5.128  -0.994
C 1.065 -0.627 -4.055  0.562
O 2.220 -1.161 -4.635  -0.574
H 0.233 -0.543 -6.005  0.476
H 0.740 1.008 -5.474  0.281
H -0.776 0.334 -4.806  0.019
H 0.514 -1.423 -3.555  0.019
H 1.318 0.086 -3.270  -0.128
H 1.937 -1.846 -5.245  0.333
C 0.541 3.353 -1.994  -0.485
C -0.113 4.689 -1.725  -0.168
O 0.060 4.975 -0.313  -0.577
H 0.215 3.033 -2.983  0.366
H 0.204 2.631 -1.250  -0.206
H 1.599 3.576 -1.854  0.352
H -1.159 4.606 -2.021  -0.065
H 0.279 5.495 -2.345  0.469
H -0.316 5.846 -0.171  0.240
C 1.727 -5.829 -1.199  -1.353
C 1.071 -4.788 -0.365  0.165
O 1.074 -3.558 -0.998  -0.347
H 1.015 -5.972 -2.012  0.314
H 1.809 -6.690 -0.535  0.393
H 2.753 -5.576 -1.466  0.254
H 1.618 -4.637 0.565  0.033
H 0.028 -4.934 -0.086  0.281
H 0.244 -3.164 -0.719  0.054
C 5.091 0.283 3.566  -1.092
C 4.584 -0.576 2.406  0.430
O 4.783 -1.944 2.649  -0.596
H 6.176 0.378 3.526  0.359
H 4.779 -0.102 4.537  0.317
H 4.607 1.250 3.432  0.169
H 4.870 -0.227 1.414  0.244
H 3.503 -0.490 2.508  -0.103
H 4.398 -2.403 1.899  0.330
C -0.259 -4.421 3.751  -1.482
C 0.433 -3.243 3.022  0.582
O 0.635 -2.130 3.829  -0.446
H 0.461 -4.842 4.453  0.427
H -0.511 -5.176 3.007  0.346
H -1.211 -4.142 4.203  0.301
H -0.142 -2.888 2.166  -0.192
H 1.421 -3.542 2.674  0.241
H 1.440 -2.206 4.346  0.340
C 3.908 2.825 0.675  -0.953
C 2.861 3.629 1.459  -0.038
O 1.586 3.085 1.238  -0.083
H 3.911 1.820 1.097  -0.040
H 4.914 3.237 0.758  0.428
H 3.731 2.789 -0.400  0.285
H 2.979 4.681 1.200  0.311
H 3.007 3.567 2.538  0.320
H 1.106 3.764 0.758  -0.187
C -3.280 -2.707 -4.031  0.665
O -2.714 -3.583 -4.602  -0.694
N -4.475 -2.333 -4.354  -0.359
N -2.852 -2.224 -2.901  0.035
H -4.917 -1.572 -3.858  0.147
H -4.974 -2.699 -5.152  0.225
H -1.929 -2.379 -2.521  -0.034
H -3.478 -1.639 -2.366  -0.054
C 4.819 -2.098 -1.293  0.652
O 4.835 -2.565 -0.184  -0.686
N 3.694 -1.910 -1.892  0.117
N 5.876 -1.719 -2.003  -0.404
H 2.887 -2.426 -1.573  -0.100
H 3.740 -1.496 -2.812  0.100
H 5.883 -1.209 -2.875  0.144
H 6.788 -1.963 -1.644  0.231
C -2.611 4.425 1.977  -1.252
C -3.142 3.377 0.942  1.051
C -3.139 1.944 1.345  -0.683
O -4.486 3.762 0.643  -0.661
H -1.560 4.205 2.161  0.113
H -3.194 4.531 2.892  0.364
H -2.609 5.427 1.547  0.461
H -2.636 3.440 -0.022  -0.391
H -2.078 1.738 1.489  -0.050
H -3.533 1.253 0.600  0.167
H -3.692 1.701 2.252  0.435
H -4.505 4.719 0.568  0.358


b | # C25H76N4O13

13 unconnected molecules or ions with the total composition C25H76N4O13 (wB97M-V/def2-TZVPD, the Open Molecules 2025 dataset).

## Properties
Gap between HOMO and LUMO, eV: 9.1
Charge: 0

Each line ends with the Mulliken charge.
Cartesian coordinates (Å):
C 1.686 3.761 -0.092  0.488
O 2.530 4.835 0.212  -0.610
H 2.287 2.782 -0.186  -0.221
H 1.113 3.947 -0.987  0.231
H 0.996 3.642 0.748  -0.264
H 1.930 5.574 0.168  0.369
C 3.195 0.944 -2.579  -0.309
O 3.563 2.152 -3.202  -0.603
H 3.905 0.508 -1.959  0.591
H 2.944 0.194 -3.335  0.142
H 2.272 1.134 -2.011  -0.337
H 4.499 2.432 -2.951  0.337
C -3.800 -2.524 -1.522  -0.916
O -3.040 -1.255 -1.335  -0.479
H -4.686 -2.292 -2.057  0.354
H -4.190 -2.934 -0.612  0.341
H -3.218 -3.266 -2.083  0.201
H -3.138 -0.987 -0.402  0.559
C 3.316 -2.373 -1.355  -0.443
O 4.407 -2.054 -2.197  -0.571
H 2.854 -3.195 -1.789  0.558
H 2.596 -1.573 -1.403  -0.189
H 3.511 -2.736 -0.407  0.399
H 4.431 -2.583 -3.006  0.307
C -0.140 0.152 -0.347  0.876
O 0.126 1.159 0.576  2.479
H -1.157 0.223 -0.765  -0.460
H -0.185 -0.803 0.165  -0.198
H 0.651 0.064 -1.075  -0.884
H 1.090 1.269 0.712  -1.184
C 3.453 -0.464 1.490  0.211
O 2.830 0.353 0.617  -0.482
N 4.698 -0.659 1.347  -0.308
N 2.902 -0.984 2.521  0.013
H 5.028 -0.587 0.412  0.295
H 5.280 -1.225 1.945  0.198
H 1.859 -0.929 2.655  -0.064
H 3.276 -1.828 3.032  0.340
C -2.866 0.065 2.261  -0.035
O -3.022 -0.699 1.160  -0.595
N -1.897 0.996 2.318  0.985
N -3.757 0.061 3.263  -0.267
H -1.313 0.971 1.474  -1.437
H -2.007 1.749 2.944  0.303
H -4.488 -0.687 3.321  0.333
H -3.415 0.498 4.104  0.218
C -0.616 -3.436 0.409  0.155
C -0.426 -4.895 -0.022  -0.086
C -1.578 -5.368 -0.870  -0.941
O 0.726 -5.173 -0.497  -0.522
H -1.290 -3.422 1.291  0.306
H -1.162 -2.845 -0.354  -0.483
H 0.357 -2.947 0.432  -0.304
H -0.532 -5.424 0.900  0.709
H -1.722 -4.715 -1.748  -0.153
H -2.454 -5.376 -0.138  0.357
H -1.466 -6.462 -1.132  0.429
H 0.810 -6.116 -0.451  0.371
C 0.199 -2.897 4.262  -2.068
C -0.464 -1.665 3.768  1.218
C -0.757 -0.804 4.960  -1.687
O 0.201 -1.059 2.885  0.545
H 0.954 -2.540 4.902  0.513
H 0.542 -3.604 3.590  0.340
H -0.563 -3.424 4.840  0.417
H -1.334 -2.110 3.328  0.152
H 0.260 -0.588 5.262  0.451
H -1.247 -1.275 5.797  0.402
H -1.303 0.083 4.768  0.172
H -0.305 -0.320 2.605  -0.460
C 1.047 2.229 3.199  0.676
C 1.763 3.474 3.567  0.550
C 0.967 4.454 4.461  -1.596
O 2.793 3.234 4.171  -0.494
H 1.616 1.423 2.741  -0.636
H 0.246 2.560 2.495  -0.537
H 0.574 1.911 4.143  0.317
H 2.121 3.975 2.635  0.219
H 0.077 4.582 3.834  0.249
H 1.396 5.434 4.531  0.456
H 0.531 4.102 5.413  0.314
H 3.245 4.014 4.357  0.458
C -1.058 2.834 -3.047  -0.702
C -0.304 2.142 -4.127  0.655
C -0.962 0.807 -4.327  -0.575
O -0.198 2.768 -5.208  -0.611
H -0.855 3.911 -2.870  0.467
H -0.824 2.309 -2.088  -0.392
H -2.133 2.812 -3.184  0.303
H 0.699 1.901 -3.877  0.034
H -2.059 0.840 -4.619  0.278
H -0.873 0.376 -3.339  -0.096
H -0.457 0.076 -4.919  0.017
H 0.730 2.718 -5.537  0.497
C -3.665 2.728 -0.988  -1.581
C -3.151 3.555 0.244  2.150
C -1.979 4.253 -0.261  -1.255
O -3.975 4.371 0.712  -0.625
H -4.422 2.220 -0.613  0.562
H -3.054 1.870 -1.319  0.184
H -4.156 3.039 -1.904  0.406
H -2.901 2.988 1.118  -0.698
H -1.465 4.868 0.515  0.353
H -2.120 5.050 -0.960  0.540
H -1.293 3.609 -0.538  -0.286
H -4.352 3.852 1.431  0.487
C 0.248 -1.978 -2.800  1.347
C 0.177 -3.256 -3.637  0.293
C 0.607 -2.849 -5.014  -1.534
O 0.841 -4.318 -3.325  -0.644
H -0.768 -1.722 -2.670  0.266
H 0.761 -1.097 -3.270  -0.244
H 0.662 -2.156 -1.841  -1.192
H -0.856 -3.493 -3.673  0.187
H 0.451 -3.746 -5.616  0.443
H 1.681 -2.725 -4.861  0.366
H 0.237 -1.847 -5.326  0.209
H 0.618 -4.508 -2.411  0.309


The structure with the least stability is b.


a | # C3H12NS

2 unconnected molecules or ions with the total composition C3H12NS (wB97M-V/def2-TZVPD, the Open Molecules 2025 dataset).

## Properties
Gap between HOMO and LUMO, eV: 9.5
Charge: +1

Each line ends with the Mulliken charge.
Cartesian coordinates (Å):
C 1.613 1.937 1.008  -0.706
N 1.803 1.011 -0.143  -0.150
H 1.982 1.469 1.898  0.307
H 0.573 2.262 1.101  0.279
H 2.043 2.911 0.778  0.335
H 2.472 0.293 0.131  0.392
H 0.945 0.448 -0.426  0.007
H 2.169 1.455 -0.984  0.387
C -0.849 -2.268 -1.144  -0.816
S -0.897 -0.457 -0.948  -0.094
C -2.107 -0.364 0.378  -0.887
H -0.324 -2.497 -2.036  0.347
H -0.367 -2.708 -0.279  0.295
H -1.872 -2.611 -1.214  0.299
H -3.038 -0.877 0.139  0.377
H -2.460 0.662 0.411  0.327
H -1.686 -0.669 1.328  0.302


b | # C3H12NS

2 unconnected molecules or ions with the total composition C3H12NS (wB97M-V/def2-TZVPD, the Open Molecules 2025 dataset).

## Properties
Gap between HOMO and LUMO, eV: 10.3
Charge: +1

Each line ends with the Mulliken charge.
Cartesian coordinates (Å):
C 1.434 2.156 -0.511  -0.736
S 0.355 0.935 -1.154  -0.250
H 2.039 2.515 -1.327  0.331
H 0.824 3.036 -0.227  0.293
H 2.088 1.806 0.294  0.305
H 1.249 0.057 -1.609  0.193
C -0.152 -2.387 0.494  -1.054
C -1.359 -1.485 0.818  -0.297
N -0.851 -0.192 1.339  -0.216
H -0.405 -3.479 0.273  0.324
H 0.429 -1.982 -0.293  0.294
H 0.498 -2.436 1.332  0.366
H -1.970 -1.277 -0.092  0.283
H -1.973 -1.939 1.618  0.348
H -0.480 -0.263 2.289  0.361
H -1.549 0.550 1.318  0.381
H -0.012 0.087 0.717  0.073


The structure with the least stability is b.